{
  "formula": "C4H5NO",
  "method": "ωB97M-V/def2-TZVPD",
  "symbols": ["C", "C", "C", "C", "O", "N", "H", "H", "H", "H", "H"],
  "positions_angstrom": [[-1.7863, -0.0287, 0.1451], [-0.2890, -0.1308, 0.0283], [0.7210, 0.9462, -0.1278], [1.8491, 0.1711, 0.0381], [1.6273, -1.1356, 0.1505], [0.2455, -1.3027, 0.1969], [-2.2213, -1.0222, 0.2991], [-2.0935, 0.6083, 0.9846], [-2.2062, 0.4059, -0.7640], [1.3972, 0.9309, -1.1437], [2.8636, 0.5204, 0.1609]],
  "atomic_forces_ev_per_a": [[0.1, 0.0, -0.2], [0.0, -0.4, -0.4], [0.5, -0.4, -0.6], [0.3, -0.5, 0.7], [0.3, 0.0, 0.6], [-0.4, 0.2, 0.2], [0.2, 0.2, -0.1], [0.3, -0.1, -0.2], [0.0, 0.0, 0.0], [-1.5, 1.2, 0.2], [0.2, -0.3, -0.4]],
  "de_lowest_kj_mol": 406.6,
  "e_homo_ev": -9.48,
  "e_tot_ev": -7762.3120,
  "lumo_energy_ha": 0.0349,
  "total_charge": 0,
  "smiles": "Cc1ccon1",
  "orbital_gap_ev": 10.43
}

{
  "formula": "C16H17N",
  "method": "ωB97M-V/def2-TZVPD",
  "symbols": ["C", "C", "C", "N", "C", "C", "C", "C", "C", "C", "H", "H", "H", "H", "H", "H", "H", "H", "H", "C", "C", "C", "C", "C", "C", "C", "H", "H", "H", "H", "H", "H", "H", "H"],
  "positions_angstrom": [[-1.1854, -2.9097, 2.7604], [-0.2345, -3.0174, 1.6000], [-0.1667, -4.0045, 0.6730], [0.8172, -3.7409, -0.2467], [1.3309, -2.4849, 0.0063], [2.4553, -1.8915, -0.5398], [2.8733, -0.6972, 0.0247], [2.1681, -0.1347, 1.0939], [1.0621, -0.7398, 1.6525], [0.6570, -1.9817, 1.1420], [-0.9693, -2.1162, 3.4701], [-1.1533, -3.9004, 3.2078], [-2.2296, -2.7589, 2.4709], [-0.7610, -4.9061, 0.6382], [0.9432, -4.2763, -1.0865], [2.9163, -2.2182, -1.4648], [3.7761, -0.2192, -0.3275], [2.5500, 0.8088, 1.4682], [0.5324, -0.3854, 2.5269], [-3.5438, 3.8446, -1.1960], [-2.1205, 3.3519, -1.2897], [-1.8648, 2.0562, -0.8328], [-0.5627, 1.6352, -0.6350], [0.4636, 2.4439, -1.1220], [0.2042, 3.7174, -1.5811], [-1.0962, 4.1990, -1.6940], [-3.9649, 3.5625, -0.2252], [-4.2179, 3.2829, -1.8545], [-3.6638, 4.9151, -1.3096], [-2.7412, 1.4487, -0.6274], [-0.3089, 0.6984, -0.1515], [1.4503, 2.0135, -1.2107], [1.0692, 4.3138, -1.8577], [-1.3951, 5.0920, -2.2235]],
  "atomic_forces_ev_per_a": [[-0.2, -0.8, -0.5], [-0.8, 1.5, -0.3], [-0.1, -0.4, 0.5], [-0.3, 0.1, -0.4], [0.0, -0.8, 0.3], [0.1, 1.1, -0.5], [-0.3, -0.5, 0.0], [0.2, 0.6, 0.3], [0.0, -0.7, 0.1], [0.8, -0.2, -0.1], [0.4, -0.2, 0.1], [-0.2, 0.2, 0.7], [0.1, 0.1, -0.3], [0.2, -0.1, -0.1], [0.2, 0.1, 0.0], [0.1, -0.4, 0.2], [-0.1, 0.1, -0.2], [-0.2, 0.0, 0.2], [0.2, 0.5, 0.0], [-0.6, -0.9, 0.1], [-0.6, 0.2, 0.2], [0.0, 0.5, 0.4], [0.0, -0.1, -0.7], [-0.2, -0.4, 0.4], [0.5, 0.4, -0.6], [-0.2, -1.0, 0.1], [0.3, 0.3, 0.2], [0.2, 0.4, -0.4], [0.0, 0.1, -0.2], [0.3, -0.2, 0.4], [-0.2, -0.1, -0.3], [0.3, 0.3, 0.4], [-0.2, 0.1, -0.3], [0.4, 0.5, 0.4]],
  "de_lowest_kj_mol": 63.0,
  "e_homo_ev": -7.84,
  "e_tot_ev": -18357.6886,
  "lumo_energy_ha": 0.0311,
  "total_charge": 0,
  "smiles": "Cc1c[nH]c2ccccc12.Cc1ccccc1",
  "orbital_gap_ev": 8.68
}

{
  "formula": "C6H8N2",
  "method": "ωB97M-V/def2-TZVPD",
  "symbols": ["C", "C", "C", "N", "C", "C", "N", "C", "H", "H", "H", "H", "H", "H", "H", "H"],
  "positions_angstrom": [[-0.7015, 1.0327, 1.2283], [-0.8247, 1.5834, 0.0114], [0.2499, 0.8818, -0.8426], [1.3240, 0.6760, 0.1584], [0.4939, -0.0025, 1.1570], [-0.0889, -1.1906, 0.3514], [0.7123, -1.5775, -0.7871], [-0.2617, -0.5750, -1.0326], [-1.3568, 1.1297, 2.0784], [-1.6809, 2.1151, -0.3668], [0.6292, 1.3714, -1.7806], [1.9908, -0.0289, -0.2191], [0.9852, -0.1594, 2.1307], [-0.8327, -1.8784, 0.7625], [0.4580, -2.5167, -1.1675], [-1.0961, -0.8611, -1.6819]],
  "atomic_forces_ev_per_a": [[0.7, -0.5, -0.7], [0.5, -1.4, 0.5], [0.6, 0.1, -0.8], [0.5, 0.0, -0.2], [-0.8, 1.1, 0.3], [-1.2, 0.5, -0.5], [1.6, -2.2, -0.5], [-1.4, -0.1, 0.5], [0.0, 0.1, 0.1], [0.1, 0.4, 0.0], [-0.5, -0.3, 1.0], [-0.6, 0.7, 0.2], [-0.1, -0.3, -0.6], [0.3, 0.3, -0.1], [0.2, 1.2, 0.5], [0.1, 0.5, 0.4]],
  "de_lowest_kj_mol": 235.0,
  "e_homo_ev": -8.84,
  "e_tot_ev": -9329.2724,
  "lumo_energy_ha": 0.0386,
  "total_charge": 0,
  "smiles": "C1=C[C@H]2N[C@@H]1[C@@H]1N[C@@H]12",
  "orbital_gap_ev": 9.89
}

{
  "formula": "C5H7N",
  "method": "ωB97M-V/def2-TZVPD",
  "symbols": ["C", "C", "C", "N", "H", "H", "H", "C", "C", "H", "H", "H", "H"],
  "positions_angstrom": [[-0.4540, 1.1073, 0.3340], [-0.7196, 0.7346, -0.9348], [-1.6680, -0.2779, -1.2460], [-2.4247, -1.1224, -1.4810], [-0.0499, 2.0987, 0.5110], [-1.1383, 0.8210, 1.1275], [-0.4901, 1.3722, -1.7723], [1.0447, -0.3079, 1.0925], [1.0809, -1.0328, -0.0313], [1.9505, 0.1917, 1.3976], [0.5305, -0.7253, 1.9452], [0.4141, -1.8695, -0.2263], [1.9240, -0.9897, -0.7161]],
  "atomic_forces_ev_per_a": [[-2.7, 1.8, -1.4], [-2.0, 1.9, 0.0], [-0.2, -0.7, 0.1], [0.5, 0.4, 0.1], [0.8, -0.3, -0.1], [0.6, -0.7, 0.1], [0.7, -0.1, -0.1], [2.3, -3.0, 0.6], [1.7, -1.6, 1.4], [0.0, 0.9, -0.3], [-0.9, 0.5, -0.1], [-0.3, 0.4, 0.0], [-0.3, 0.6, -0.2]],
  "de_lowest_kj_mol": 402.9,
  "e_homo_ev": -8.29,
  "e_tot_ev": -6784.3370,
  "lumo_energy_ha": -0.0245,
  "total_charge": 0,
  "smiles": "C=CC#N.C=C",
  "orbital_gap_ev": 7.62
}